Record 1
{"formula": "C30H80BN8O10P2", "method": "ωB97M-V/def2-TZVPD", "symbols": ["C", "C", "P", "C", "N", "C", "C", "N", "P", "O", "O", "C", "B", "O", "O", "H", "H", "H", "H", "H", "H", "H", "H", "H", "H", "H", "H", "H", "H", "C", "C", "C", "O", "C", "N", "H", "H", "H", "H", "H", "H", "H", "H", "H", "H", "H", "C", "C", "C", "O", "C", "N", "H", "H", "H", "H", "H", "H", "H", "H", "H", "H", "H", "C", "C", "C", "O", "C", "N", "H", "H", "H", "H", "H", "H", "H", "H", "H", "H", "H", "C", "C", "C", "O", "C", "N", "H", "H", "H", "H", "H", "H", "H", "H", "H", "H", "H", "C", "C", "C", "O", "C", "N", "H", "H", "H", "H", "H", "H", "H", "H", "H", "H", "H", "C", "C", "C", "O", "C", "N", "H", "H", "H", "H", "H", "H", "H", "H", "H", "H", "H"], "xyz": [[-0.78, 6.83, 3.39], [-1.43, 5.32, 3.17], [-2.97, 4.96, 4.26], [-4.20, 6.47, 4.18], [-3.95, 3.59, 3.61], [-5.46, 3.65, 3.58], [-6.05, 2.27, 2.90], [-4.75, 1.54, 2.58], [-5.04, -0.02, 1.76], [-3.65, -1.07, 1.77], [-5.59, 0.25, 0.12], [-3.50, 2.28, 2.98], [-1.96, 1.75, 2.76], [-1.42, 1.28, 1.46], [-1.04, 1.71, 3.95], [0.00, 6.83, 4.27], [-1.58, 7.67, 3.53], [-0.16, 7.07, 2.40], [-1.73, 5.11, 2.06], [-0.63, 4.48, 3.45], [-3.66, 7.50, 4.17], [-4.96, 6.40, 5.10], [-4.82, 6.40, 3.17], [-6.22, 4.46, 3.93], [-7.15, 1.92, 2.68], [-3.18, -0.87, 0.88], [-4.97, 0.99, -0.22], [-0.79, 0.49, 1.59], [-0.15, 2.15, 3.71], [2.00, -2.62, 6.02], [1.07, -1.73, 5.20], [1.80, -0.83, 4.19], [2.45, 0.31, 4.77], [3.73, 0.03, 5.33], [0.24, -0.94, 6.13], [2.53, -2.08, 6.80], [1.43, -3.42, 6.51], [2.74, -3.11, 5.37], [0.40, -2.39, 4.63], [1.06, -0.41, 3.50], [2.51, -1.40, 3.57], [4.27, -0.73, 4.76], [3.63, -0.27, 6.37], [4.31, 0.96, 5.31], [-0.44, -0.41, 5.59], [0.84, -0.21, 6.53], [-1.10, -3.12, -1.57], [-0.45, -1.78, -1.94], [1.05, -1.89, -2.25], [1.89, -2.02, -1.10], [1.99, -3.34, -0.59], [-0.71, -0.82, -0.86], [-0.85, -3.44, -0.56], [-2.19, -3.04, -1.62], [-0.79, -3.91, -2.27], [-0.95, -1.43, -2.85], [1.37, -0.96, -2.74], [1.26, -2.69, -2.97], [1.96, -4.10, -1.39], [1.19, -3.53, 0.13], [2.94, -3.43, -0.06], [-0.36, 0.10, -1.15], [-0.10, -1.07, -0.08], [-4.11, -5.65, 0.69], [-4.64, -4.28, 1.08], [-6.09, -4.31, 1.63], [-7.10, -4.47, 0.64], [-7.31, -5.81, 0.23], [-4.54, -3.38, -0.08], [-4.53, -6.02, -0.25], [-3.02, -5.61, 0.56], [-4.32, -6.39, 1.47], [-4.00, -3.89, 1.87], [-6.29, -3.34, 2.11], [-6.20, -5.07, 2.42], [-7.18, -6.52, 1.05], [-6.65, -6.06, -0.60], [-8.34, -5.89, -0.14], [-4.81, -2.44, 0.21], [-5.27, -3.64, -0.74], [6.41, 0.39, -1.42], [5.18, -0.39, -0.98], [5.37, -1.18, 0.33], [6.13, -2.38, 0.19], [7.54, -2.19, 0.19], [4.76, -1.27, -2.08], [7.19, -0.25, -1.85], [6.15, 1.13, -2.18], [6.85, 0.93, -0.57], [4.38, 0.34, -0.81], [4.38, -1.50, 0.69], [5.79, -0.54, 1.12], [7.85, -1.38, 0.86], [7.89, -2.01, -0.82], [8.01, -3.12, 0.54], [3.88, -1.72, -1.82], [5.42, -2.05, -2.12], [3.44, 4.38, -2.11], [2.29, 3.93, -3.01], [0.93, 3.90, -2.28], [0.74, 2.77, -1.42], [1.33, 2.91, -0.14], [2.62, 2.63, -3.60], [3.76, 3.59, -1.41], [4.32, 4.64, -2.71], [3.17, 5.26, -1.52], [2.21, 4.67, -3.82], [0.14, 3.81, -3.05], [0.73, 4.83, -1.74], [1.28, 3.94, 0.23], [2.36, 2.56, -0.15], [0.77, 2.27, 0.56], [1.89, 2.38, -4.27], [2.52, 1.93, -2.86], [1.19, -0.92, -5.71], [0.10, 0.12, -5.88], [-0.72, -0.05, -7.19], [-0.04, 0.40, -8.37], [0.87, -0.54, -8.91], [0.70, 1.46, -5.80], [2.06, -0.74, -6.35], [1.56, -0.93, -4.67], [0.82, -1.93, -5.93], [-0.60, 0.01, -5.04], [-1.61, 0.58, -7.11], [-1.07, -1.08, -7.31], [0.53, -1.57, -8.79], [1.86, -0.41, -8.46], [0.97, -0.34, -9.98], [-0.05, 2.16, -5.82], [1.21, 1.63, -6.67]], "gap_ev": 5.89, "e_homo_ev": -10.378, "charge": 1}

---

Record 2
{"formula": "C30H80N6O13", "method": "ωB97M-V/def2-TZVPD", "symbols": ["N", "O", "O", "O", "C", "O", "C", "C", "N", "H", "H", "C", "C", "O", "C", "H", "H", "H", "H", "H", "H", "H", "H", "H", "H", "H", "H", "H", "H", "C", "O", "C", "C", "N", "H", "H", "C", "C", "O", "C", "H", "H", "H", "H", "H", "H", "H", "H", "H", "H", "H", "H", "H", "H", "C", "O", "C", "C", "N", "H", "H", "C", "C", "O", "C", "H", "H", "H", "H", "H", "H", "H", "H", "H", "H", "H", "H", "H", "H", "C", "O", "C", "C", "N", "H", "H", "C", "C", "O", "C", "H", "H", "H", "H", "H", "H", "H", "H", "H", "H", "H", "H", "H", "H", "C", "O", "C", "C", "N", "H", "H", "C", "C", "O", "C", "H", "H", "H", "H", "H", "H", "H", "H", "H", "H", "H", "H", "H", "H"], "xyz": [[-0.45, -2.21, -0.18], [-0.06, -3.35, -0.52], [-0.94, -2.01, 0.93], [-0.39, -1.25, -0.97], [-0.32, 8.25, -4.88], [-0.23, 7.14, -4.00], [-1.12, 6.07, -4.39], [-0.80, 4.83, -3.52], [-0.65, 5.21, -2.07], [0.08, 5.90, -2.17], [-1.43, 5.70, -1.66], [-0.23, 4.08, -1.05], [-1.26, 2.89, -0.93], [-1.64, 2.39, -2.20], [-2.59, 1.39, -2.19], [-0.29, 8.02, -5.94], [0.48, 8.94, -4.60], [-1.31, 8.66, -4.66], [-1.01, 5.82, -5.45], [-2.13, 6.45, -4.27], [0.16, 4.32, -3.68], [-1.49, 3.99, -3.63], [-0.02, 4.51, -0.07], [0.74, 3.75, -1.41], [-2.15, 3.22, -0.40], [-0.85, 2.08, -0.32], [-2.32, 0.68, -1.41], [-2.69, 0.94, -3.18], [-3.53, 1.82, -1.86], [4.03, -4.61, 7.12], [3.29, -3.33, 6.94], [1.98, -3.60, 6.38], [1.94, -3.73, 4.88], [2.54, -2.44, 4.24], [2.05, -1.78, 4.82], [3.51, -2.21, 4.39], [2.14, -2.13, 2.74], [3.10, -2.90, 1.79], [3.08, -4.34, 1.90], [1.78, -5.02, 1.69], [3.93, -5.22, 6.22], [3.66, -5.05, 8.04], [5.05, -4.29, 7.32], [1.38, -2.70, 6.53], [1.59, -4.51, 6.84], [0.91, -3.96, 4.60], [2.62, -4.47, 4.46], [2.18, -1.04, 2.73], [1.09, -2.33, 2.55], [4.13, -2.59, 1.99], [3.04, -2.52, 0.78], [0.94, -4.57, 2.22], [1.71, -6.05, 2.05], [1.38, -5.05, 0.68], [-4.92, -1.35, -0.47], [-4.29, -2.51, -0.03], [-5.05, -3.65, 0.35], [-4.06, -4.72, 0.95], [-2.97, -4.11, 1.95], [-2.28, -4.77, 2.27], [-2.54, -3.51, 1.27], [-3.45, -3.33, 3.21], [-4.46, -4.18, 3.92], [-5.67, -4.14, 3.15], [-6.86, -4.60, 3.87], [-5.62, -1.56, -1.28], [-4.27, -0.66, -1.00], [-5.46, -0.86, 0.35], [-5.34, -3.94, -0.66], [-6.01, -3.58, 0.85], [-3.49, -5.29, 0.22], [-4.65, -5.47, 1.47], [-3.86, -2.34, 3.01], [-2.49, -3.25, 3.72], [-4.69, -3.84, 4.94], [-3.96, -5.15, 3.93], [-6.98, -4.00, 4.77], [-6.74, -5.63, 4.22], [-7.76, -4.52, 3.25], [5.56, 4.95, 1.96], [5.15, 3.58, 2.19], [5.28, 3.08, 3.51], [4.42, 1.83, 3.50], [2.94, 2.19, 3.92], [2.45, 1.32, 4.06], [2.84, 2.58, 4.85], [2.16, 3.07, 2.92], [2.19, 2.58, 1.44], [1.97, 1.16, 1.49], [2.02, 0.53, 0.25], [6.51, 5.13, 2.45], [5.04, 5.75, 2.47], [5.61, 5.07, 0.88], [4.94, 3.80, 4.25], [6.31, 2.85, 3.78], [4.70, 1.27, 4.39], [4.42, 1.22, 2.60], [2.50, 4.09, 3.06], [1.13, 3.08, 3.26], [3.10, 2.95, 0.97], [1.35, 3.02, 0.91], [1.69, -0.50, 0.22], [2.93, 0.78, -0.30], [1.34, 0.94, -0.49], [-2.83, 2.46, -5.96], [-1.48, 2.15, -6.21], [-1.13, 1.68, -7.55], [0.28, 0.96, -7.59], [0.38, -0.07, -6.48], [-0.51, -0.50, -6.26], [1.03, -0.80, -6.74], [0.84, 0.55, -5.12], [0.73, -0.51, -4.02], [1.29, -1.73, -4.35], [1.11, -2.80, -3.48], [-3.59, 1.98, -6.58], [-2.92, 3.52, -6.18], [-3.04, 2.35, -4.89], [-1.16, 2.48, -8.29], [-1.89, 0.97, -7.85], [1.06, 1.71, -7.44], [0.38, 0.45, -8.55], [0.29, 1.43, -4.79], [1.91, 0.79, -5.09], [-0.33, -0.74, -3.95], [1.05, -0.20, -3.02], [1.50, -2.54, -2.49], [1.69, -3.68, -3.74], [0.06, -3.07, -3.37]], "gap_ev": [7.41, 3.31], "multiplicity": 2, "e_homo_ev": [-19.396, -19.396], "charge": 5, "e_above_lowest_ev": 1.237}

---

Number 1: strongest force on any atom 6.90 eV/Å, energy -84044.7702 eV. Number 2: strongest force on any atom 3.44 eV/Å, energy -67901.7564 eV.